# C5H6N2S

An isolated molecule of C5H6N2S at a distorted geometry (ωB97M-V/def2-TZVPD, the OMol25 dataset).

Kohn-Sham gap: 8.33 eV
lowest unoccupied orbital energy: 0.788 eV
relative energy (zero: lowest compared OMol25 entry of this formula, charge and spin): 351.2 kJ/mol

```
! RIJCOSX wB97M-V def2-TZVPD def2/J DEFGRID3
* xyz 0 1
C 0.3095 1.4118 0.1270
C 1.6245 1.7418 -0.0285
C 1.4346 -0.9271 0.0710
C -2.3385 -0.1828 -0.3117
C -1.1693 -0.5364 0.1903
N 1.0934 -2.1139 0.0350
N -0.0044 0.1413 0.3478
S 2.6903 0.3256 0.0327
H -0.5704 2.0255 0.1939
H 2.0535 2.6564 -0.0482
H -3.3077 -0.8040 -0.3720
H -2.2888 0.6895 -0.9043
H -1.0473 -1.4332 0.7196
H 1.5208 -2.9946 -0.0526
*
```



# C29H30AlN13O4P

A structure of composition C29H30AlN13O4P (ωB97M-V/def2-TZVPD, the OMol25 dataset).

Kohn-Sham gap: 4.91 eV
lowest unoccupied orbital energy: -9.702 eV
relative energy (zero: lowest compared OMol25 entry of this formula, charge and spin): 0.0 kJ/mol

```
! RIJCOSX wB97M-V def2-TZVPD def2/J DEFGRID3
* xyz 3 1
Al -1.2702 -1.1212 0.9839
C 3.7810 -1.7531 -1.0275
N 2.5947 -1.3820 -0.2302
C 1.3223 -1.5458 -0.5243
N 0.5739 -0.9575 0.4269
C 1.5174 -0.4410 1.2892
N 2.7348 -0.6936 0.9212
C 4.0457 -0.7635 -2.1366
C 4.8445 -1.1597 -3.2039
C 5.1696 -0.2520 -4.2019
C 4.6957 1.0490 -4.1470
C 3.8906 1.4406 -3.0824
C 3.5703 0.5363 -2.0760
C 3.3951 2.8135 -3.0131
N 3.6960 3.8119 -3.7578
N 2.9555 4.8934 -3.2796
C 2.2732 4.4529 -2.2878
O 2.4919 3.1292 -2.0429
C 1.3103 5.1649 -1.4512
C 1.0804 6.5227 -1.6624
C 0.1366 7.1831 -0.8960
C -0.5919 6.4955 0.0667
C -0.3552 5.1449 0.2815
C -1.1412 4.4154 1.3405
N -1.4235 3.0233 0.9262
C -1.0351 1.8951 1.4863
N -1.4928 0.8587 0.7639
C -2.1557 1.4786 -0.2679
N -2.1368 2.7746 -0.1870
C 0.6039 4.4829 -0.4702
H 3.6071 -2.7588 -1.4093
H 4.5954 -1.7988 -0.3048
H 0.9645 -2.0495 -1.4060
H 1.2967 0.1344 2.1737
H 5.2258 -2.1726 -3.2563
H 5.7962 -0.5626 -5.0261
H 4.9439 1.7640 -4.9195
H 2.9761 0.8842 -1.2400
H 1.6372 7.0426 -2.4301
H -0.0473 8.2357 -1.0590
H -1.3463 7.0170 0.6428
H -2.1065 4.8873 1.5171
H -0.6159 4.3376 2.2944
H -0.4563 1.8577 2.3949
H -2.6477 0.9617 -1.0754
H 0.8000 3.4270 -0.3226
N -5.3262 -1.1780 0.4459
C -4.1786 -1.3667 -0.1879
N -3.1969 -1.2782 0.7082
C -3.8516 -1.0277 1.8914
N -5.1437 -0.9652 1.7619
C -3.0627 -0.9151 3.1190
C -3.5863 -0.7678 4.3945
N -2.7934 -0.7378 5.4586
C -1.4884 -0.8663 5.2736
C -0.9372 -1.0097 4.0025
N -1.7293 -1.0208 2.9251
H -6.2647 -1.1847 0.0603
H -4.0832 -1.5715 -1.2425
H -4.6549 -0.6785 4.5528
H -0.8516 -0.8572 6.1500
H 0.1302 -1.1188 3.8620
C -3.3687 -5.6162 0.5996
O -2.0237 -5.3127 0.1341
P -1.6187 -3.9061 -0.4620
O -1.0881 -3.0456 0.9721
C -0.1405 -3.7256 1.8773
O -0.1411 -4.2347 -0.9583
C 0.0806 -5.2116 -2.0291
H -3.3380 -6.6440 0.9433
H -4.0744 -5.5211 -0.2228
H -3.6334 -4.9593 1.4272
H -0.4913 -3.5663 2.8927
H 0.8547 -3.3173 1.7192
H -0.1521 -4.7852 1.6436
H -0.4134 -4.8787 -2.9400
H -0.2917 -6.1822 -1.7142
H 1.1544 -5.2534 -2.1726
*
```



# C16H16MgN4O2S

A structure of composition C16H16MgN4O2S (ωB97M-V/def2-TZVPD, the OMol25 dataset).

Kohn-Sham gap: 8.05 eV
lowest unoccupied orbital energy: -6.876 eV

```
! RIJCOSX wB97M-V def2-TZVPD def2/J DEFGRID3
* xyz 2 1
Mg 0.0200 0.0440 0.1905
C -0.7698 -2.3930 2.2290
O -0.5626 -1.7997 0.9240
C -1.0003 -2.6475 -0.1570
C -0.5270 -1.9654 -1.4185
O -0.9721 -0.6001 -1.4252
C -2.2667 -0.3694 -2.0207
H -0.9622 -3.4582 2.1274
H -1.6180 -1.9256 2.7264
H 0.1329 -2.2698 2.8194
H -2.0880 -2.7500 -0.1358
H -0.5450 -3.6349 -0.0726
H -0.8442 -2.4980 -2.3135
H 0.5703 -1.9249 -1.4021
H -2.3494 -0.9297 -2.9502
H -2.3392 0.6942 -2.2325
H -3.0729 -0.6575 -1.3457
S 1.3717 7.0747 2.0486
N 1.1265 6.4229 0.6041
C 0.9839 5.1231 0.7852
C 0.7666 4.1360 -0.2387
C 0.7017 4.4429 -1.6028
C 0.5357 3.4249 -2.5151
C 0.4178 2.1189 -2.0531
N 0.4505 1.8124 -0.7587
C 0.6321 2.7953 0.1514
C 0.7096 2.4063 1.5552
N 0.5605 1.0918 1.8587
C 0.7027 0.7110 3.1273
C 0.9707 1.5977 4.1628
C 1.0924 2.9386 3.8782
C 0.9645 3.3603 2.5496
C 1.0907 4.7379 2.1521
N 1.3112 5.7578 2.9606
H 0.7946 5.4765 -1.9108
H 0.4985 3.6289 -3.5756
H 0.3050 1.2968 -2.7473
H 0.6033 -0.3423 3.3399
H 1.0746 1.2275 5.1726
H 1.2945 3.6744 4.6456
*
```



# C21H28F5O2Yb

A structure of composition C21H28F5O2Yb at a distorted geometry (ωB97M-V/def2-TZVPD, the OMol25 dataset).

<S²>: 0.751
Kohn-Sham gap (alpha / beta): 7.73 / 6.86 eV
lowest unoccupied orbital energy (alpha / beta): 0.241 / -0.614 eV
relative energy (zero: lowest compared OMol25 entry of this formula, charge and spin): 0.0 kJ/mol

```
! RIJCOSX wB97M-V def2-TZVPD def2/J DEFGRID3
* xyz 0 2
O 0.6517 -0.3283 -5.4895
C 0.9282 0.8902 -6.3199
C 0.8668 0.2486 -7.6801
H 1.9067 1.3007 -6.0086
H 0.1423 1.6834 -6.3449
C 0.6984 -1.0208 -6.7943
H 1.8349 0.4067 -8.2070
H -0.0015 0.5321 -8.2900
C 1.9893 -1.7584 -7.0464
H 2.8093 -1.0161 -7.0555
H 1.9771 -2.2084 -8.0540
H 2.2014 -2.5279 -6.3099
C -0.6026 -1.8177 -6.9799
H -1.4902 -1.1533 -6.9389
H -0.7011 -2.5928 -6.1964
H -0.6105 -2.3276 -7.9577
Yb 0.3505 -0.3901 -1.7368
C -1.7818 -0.7710 0.4762
C -1.7045 0.6482 0.4835
C -2.2812 1.1330 -0.7275
H -1.3646 1.2731 1.3125
C -2.6638 -0.0003 -1.5123
C -2.3586 -1.1725 -0.7595
H -2.6281 -2.2062 -1.0040
H -1.4976 -1.4076 1.3239
H -2.5090 2.1680 -0.9794
H -3.2047 0.0175 -2.4526
C 1.3055 -1.8727 0.0426
C 0.6161 -2.7050 -0.8879
C 1.2531 -2.5783 -2.1458
H -0.2412 -3.3461 -0.6578
C 2.3438 -1.6781 -1.9879
C 2.3920 -1.2336 -0.6447
H 3.1526 -0.6270 -0.1572
H 1.1269 -1.8420 1.1099
H 0.9752 -3.0888 -3.0684
H 3.1218 -1.4530 -2.7373
O 0.4519 1.7523 -4.0071
C -0.9428 1.4562 -4.2818
C -1.7103 2.7652 -4.3001
H -1.2857 0.6186 -3.6494
H -1.0425 1.0879 -5.2969
C -0.6204 3.8745 -4.0587
H -2.5436 2.7375 -3.5960
H -2.1171 2.9228 -5.2964
C 0.7393 3.1590 -3.9147
H -0.8329 4.4318 -3.1459
H -0.6329 4.6125 -4.8686
H 1.2849 3.3286 -2.9715
H 1.4182 3.3214 -4.7707
F 1.0425 1.6037 1.3750
C 1.3906 1.5727 0.0581
F 0.4756 2.3759 -0.6094
C 2.7893 2.1235 -0.1441
F 2.9407 3.4271 0.1805
F 3.6311 1.3874 0.6408
F 3.1652 1.9977 -1.4573
*
```



# C2H13O4S

A cluster of 5 separate species, C2H13O4S in total at a distorted geometry (ωB97M-V/def2-TZVPD, the OMol25 dataset).

Kohn-Sham gap: 6.83 eV
lowest unoccupied orbital energy: 3.419 eV
relative energy (zero: lowest compared OMol25 entry of this formula, charge and spin): 134.8 kJ/mol

```
! RIJCOSX wB97M-V def2-TZVPD def2/J DEFGRID3
* xyz -1 1
C 1.9458 1.0921 -0.8293
C 1.2619 -0.1584 -0.2560
S -0.1907 0.3082 0.8088
H 2.6082 1.4734 -0.0290
H 2.5029 0.8970 -1.7405
H 1.1794 1.8538 -0.9037
H 0.9032 -0.8580 -1.0093
H 2.1513 -0.7182 0.1508
H -4.5486 0.1289 2.9298
H -3.8895 -0.8063 1.9147
O -4.6835 -0.7062 2.4518
H -3.2047 -2.3922 -0.2488
H -1.8786 -2.0004 0.4836
O -2.2579 -2.2847 -0.3612
H 4.5195 0.3434 -0.3815
H 4.2754 -1.0425 -0.0817
O 5.0226 -0.4823 -0.3427
H -2.1607 2.0165 -1.5950
H -1.4788 1.2880 -0.3200
O -2.0774 2.0477 -0.6408
*
```